Below is a cluster of 2 separate species, C3H12N2O in total, with properties calculated with wB97M-V/def2-TZVPD.

The calculation puts the orbital gap at 9.7 eV. As for the charge: 0. The LUMO energy is 0.86 eV. The value obtained for the HOMO energy is -8.80 eV. The multiplicity is 1. The SMILES is NCCCN.O. The calculation puts the total energy at -8332.4599 eV.

Structure (XYZ):
```
18
C3H12N2O, DFT wB97M-V/def2-TZVPD
N -0.122 1.692 2.235
C 0.702 1.589 1.018
C 0.289 0.410 0.075
C 1.194 -0.814 0.207
N 0.552 -1.975 -0.454
H -0.657 2.542 2.290
H -0.790 0.935 2.249
H 1.763 1.605 1.247
H 0.537 2.502 0.440
H -0.748 0.073 0.235
H 0.148 0.921 -0.919
H 1.158 -1.101 1.257
H 2.235 -0.525 -0.124
H 0.888 -2.163 -1.421
H 0.756 -2.869 -0.012
O -2.101 -0.749 -2.487
H -2.905 -0.242 -2.647
H -1.664 -0.750 -3.344
```